Computed, not measured: a molecular structure, C16H27N4O2S2Ti at a distorted geometry, with ωB97M-V/def2-TZVPD.

Structure (XYZ):
```
52
Properties=species:S:1:pos:R:3:forces:R:3
Ti -0.580872 -0.672270 -0.117658 -0.58 -0.55 -1.87
C -1.975050 -3.441684 2.744744 -0.09 -0.14 -0.15
C -0.932064 -2.558639 2.190454 -0.24 0.03 -0.27
O -1.193570 -1.819206 1.148214 0.05 -0.26 1.08
N 0.255469 -2.469498 2.708988 0.36 0.10 0.11
C 1.238197 -1.426616 2.366746 0.05 -0.17 -0.11
C 1.979952 -1.535078 1.043707 -0.19 0.06 0.08
C 3.229239 -2.102532 0.975486 0.16 -0.08 0.03
C 3.949530 -2.033327 -0.213551 0.06 -0.02 -0.02
C 3.410454 -1.357727 -1.299014 0.18 -0.06 0.01
C 2.148293 -0.829805 -1.182024 -0.09 -0.04 0.28
N 1.428910 -0.931289 -0.040738 0.60 -0.17 0.15
H -2.923491 -2.905038 2.750502 -0.02 0.03 0.02
H -1.730899 -3.782619 3.747648 0.02 -0.02 0.00
H -2.105198 -4.308295 2.088951 0.02 0.03 -0.01
H 0.461682 -3.071059 3.497772 0.01 0.02 0.06
H 1.970611 -1.421422 3.167899 0.04 0.00 0.06
H 0.731009 -0.462701 2.412565 -0.10 0.14 0.05
H 3.658192 -2.575625 1.850357 -0.01 0.02 -0.03
H 4.932658 -2.482442 -0.280452 0.00 0.01 0.01
H 3.957454 -1.248479 -2.225033 -0.01 -0.01 0.00
H 1.684041 -0.311811 -2.006365 -0.08 0.03 -0.14
C -2.173725 -5.427267 -1.921606 0.00 -0.04 -0.01
O -1.411794 -4.174846 -1.883545 0.03 0.05 -0.01
C -2.066797 -3.069377 -1.683795 -0.28 -0.20 -0.03
S -3.595578 -2.785810 -1.284759 -0.04 0.04 0.07
S -0.959609 -1.667544 -2.099599 0.24 0.69 0.69
H -1.427332 -6.210665 -1.944216 0.06 0.01 -0.01
H -2.773715 -5.436727 -2.827231 -0.03 0.05 -0.03
H -2.811702 -5.503126 -1.046375 0.01 0.03 0.05
C 0.365687 5.384407 -1.533594 0.02 -0.07 0.03
C -0.945245 4.714069 -1.152388 0.17 0.06 0.03
N -0.731769 3.488323 -0.326018 0.02 0.16 0.07
C -0.254270 3.749508 1.056174 0.02 0.04 0.00
C 1.177820 3.294240 1.299878 0.03 0.11 -0.03
C -0.947982 2.293297 -0.778375 -0.14 -0.16 0.21
C -1.338203 2.067706 -2.202810 0.01 -0.04 0.08
N -0.855299 1.202006 0.079400 -0.05 0.68 -0.53
H 0.145188 6.239163 -2.171867 0.00 -0.01 0.02
H 1.016676 4.706569 -2.090026 -0.03 0.03 0.01
H 0.905275 5.758994 -0.663092 -0.01 -0.02 -0.02
H -1.521139 4.459346 -2.031552 -0.07 -0.09 -0.05
H -1.560581 5.376312 -0.544851 -0.03 -0.01 0.04
H -0.963331 3.321847 1.770217 -0.04 -0.03 -0.02
H -0.314629 4.824582 1.195844 -0.06 0.03 0.00
H 1.306898 2.216347 1.200963 0.03 -0.04 -0.01
H 1.473097 3.582834 2.308826 -0.02 -0.02 -0.03
H 1.858019 3.782899 0.601991 -0.01 -0.03 0.03
H -0.691793 2.615929 -2.884740 0.03 0.01 -0.01
H -2.363769 2.406692 -2.363422 -0.02 0.02 0.02
H -1.318933 1.013617 -2.453749 0.03 -0.09 -0.02
H -0.816014 1.523836 1.045120 0.02 -0.09 0.11
```
Forces are in eV/Å.

## Properties
**HOMO level**: -17.2 eV
**Kohn-Sham gap**: 6.174 eV
**Charge**: +3
**Electronic energy**: -71847.133 eV